C4H12N2 | wB97M-V/def2-TZVPD

Geometry as XYZ:
```
18
Properties=species:S:1:pos:R:3:mulliken_charge:R:1
N 0.24235 -3.89606 -0.64578 -0.637
C -0.45824 2.13268 1.46601 -0.791
C -0.34865 2.01344 -0.10510 -0.805
C 0.79775 1.22035 -0.67838 -0.066
C 0.63868 -0.18616 -0.68586 -0.130
N 0.11676 -0.99700 0.41998 -0.430
H -0.19062 -3.03693 -0.32359 0.228
H -0.46830 -4.60123 -0.80440 0.258
H -1.42614 2.61530 1.60736 0.312
H 0.22433 2.91224 1.82550 0.317
H -0.45025 1.16474 2.05249 0.270
H -1.25289 1.48916 -0.41269 0.431
H -0.52195 3.01113 -0.53387 0.393
H 1.46485 1.56947 -1.46536 0.383
H 0.95473 -0.88993 -1.44660 0.415
H -0.53245 -0.29526 -0.07480 0.341
H 0.53190 -0.65468 1.31115 0.296
H 0.67813 -3.57127 -1.50607 0.213
```

ΔE to the lowest compared entry with this formula, charge and spin ... 93.63 kcal/mol
E_tot ... -268.65164 hartree
Multiplicity ... 2
Total charge ... +1
<S²> ... 0.76
Maximum force ... 0.0744 hartree/bohr
LUMO level (spin up / spin down) ... -5.96 / -8.37 eV

C11H27FeNO6 | wB97M-V/def2-TZVPD

Geometry as XYZ:
```
46
Properties=species:S:1:pos:R:3:mulliken_charge:R:1
Fe -14.80959 -1.49855 14.16493 0.493
C -12.29124 -4.40514 15.13907 -1.671
C -12.90150 -4.39133 16.58705 1.444
C -11.74343 -4.92672 17.51831 -1.316
C -12.01637 -4.67895 18.94377 -0.732
C -12.16530 -3.22383 19.21172 -0.985
C -13.32268 -2.58889 18.34209 1.223
N -13.22961 -2.98810 16.94536 -0.026
O -14.22882 -2.36769 16.07632 0.202
C -13.00199 -1.07246 18.48317 -1.501
C -14.74877 -3.09157 19.02384 -1.600
C -14.09869 -5.44757 16.64535 -1.442
H -13.08229 -4.04293 14.48244 0.234
H -11.95431 -5.39991 14.84752 0.377
H -11.46473 -3.72116 14.94634 0.356
H -10.69566 -4.66418 17.37218 0.348
H -11.73991 -6.01580 17.47371 0.435
H -11.16355 -5.05676 19.50774 0.367
H -12.93431 -5.14118 19.30686 0.310
H -11.25229 -2.69436 18.93933 0.414
H -12.46477 -3.27535 20.25850 0.320
H -13.19194 -0.54194 17.55014 0.223
H -11.95376 -0.85566 18.68888 0.356
H -13.58522 -0.60954 19.27920 0.346
H -14.72099 -4.15291 19.27062 0.309
H -15.60222 -3.05769 18.34666 0.256
H -15.00455 -2.58610 19.95506 0.459
H -13.76723 -6.45121 16.91170 0.315
H -14.77900 -5.33146 15.80167 0.281
H -14.85064 -5.29582 17.41972 0.362
C -14.97069 -2.58376 10.18261 -1.132
C -14.75780 -2.06703 11.61054 1.149
O -15.62150 -1.24959 12.04420 -0.729
O -13.87682 -2.48696 12.41557 -0.692
H -14.60244 -1.81859 9.49923 0.288
H -16.03183 -2.67164 9.94946 0.322
H -14.53575 -3.52731 9.85300 0.324
O -16.57416 -2.78223 14.41884 -0.347
H -17.32238 -2.67414 15.00596 0.220
H -16.75223 -3.59801 13.95084 0.240
O -13.03731 -0.34244 14.42342 -0.402
H -12.87398 0.48843 13.97709 0.238
H -12.16716 -0.66116 14.66320 0.251
O -16.07952 -0.01828 14.89255 -0.412
H -16.08239 0.88933 14.58848 0.254
H -16.98575 -0.18808 15.14973 0.271
```

E_tot ... -2205.15783 hartree
Multiplicity ... 5
<S²> ... 6.01
Maximum force ... 0.0421 hartree/bohr
LUMO level (spin up / spin down) ... -0.27 / -0.27 eV

C18H21NO8S | wB97M-V/def2-TZVPD

Geometry as XYZ:
```
49
Properties=species:S:1:pos:R:3:mulliken_charge:R:1
C -5.52898 -2.82104 -0.73581 -0.887
O -4.92785 -1.56144 -0.91812 -0.438
C -3.75132 -1.30640 -0.28967 0.263
C -3.07332 -2.19481 0.53295 -0.661
C -1.87021 -1.82952 1.12116 -1.083
C -1.31646 -0.57972 0.90364 0.657
O -0.12076 -0.15027 1.42111 -0.092
C 0.62530 -1.04826 2.20734 -1.204
C -2.01339 0.32797 0.08410 -0.589
N -1.48463 1.60301 -0.22123 0.477
C -1.02416 2.45785 0.85585 -0.262
C -1.79758 3.79226 0.85662 0.412
O -2.37078 4.18587 1.83412 -0.594
O -1.76434 4.46736 -0.27640 -0.543
S -0.61134 1.62439 -1.64483 1.563
O -1.42428 1.06936 -2.67679 -0.738
O -0.15451 2.98980 -1.79324 -0.825
C 0.78608 0.56453 -1.34881 -0.487
C 0.64811 -0.79511 -1.52995 -0.612
C 1.70440 -1.61132 -1.17912 -0.889
C 2.88664 -1.09840 -0.64215 0.425
O 3.79976 -2.04804 -0.32519 -0.454
C 5.11652 -1.72095 0.06960 -0.772
C 3.01287 0.29861 -0.46960 0.986
O 4.17224 0.79134 0.05795 -0.460
C 4.31901 2.18740 0.18552 -0.965
C 1.94486 1.11010 -0.83220 -0.339
C -3.20484 -0.03933 -0.50420 0.061
H -6.44534 -2.79625 -1.32297 0.246
H -5.77836 -2.99965 0.31512 0.351
H -4.88813 -3.62999 -1.10110 0.348
H -3.45897 -3.18213 0.72933 0.446
H -1.36607 -2.55064 1.74401 0.418
H 1.52981 -0.50956 2.48484 0.218
H 0.89876 -1.94345 1.64108 0.416
H 0.08308 -1.33425 3.11399 0.437
H -1.18418 1.97144 1.81805 0.380
H 0.04313 2.67528 0.74136 0.322
H -1.20402 4.02763 -0.96375 0.452
H -0.26461 -1.18812 -1.94548 0.513
H 1.64674 -2.68071 -1.30612 0.453
H 5.62500 -2.67977 0.16747 0.307
H 5.62363 -1.11580 -0.68359 0.297
H 5.13491 -1.19875 1.02749 0.247
H 4.23673 2.69129 -0.78154 0.372
H 5.32107 2.33426 0.58577 0.262
H 3.58670 2.60724 0.88149 0.354
H 1.99673 2.18152 -0.73782 0.639
H -3.71365 0.65516 -1.15030 0.569
```

ΔE to the lowest compared entry with this formula, charge and spin ... 1.09 kcal/mol
E_tot ... -1753.32108 hartree
SMILES ... COc1ccc(OC)c(N(CC(=O)O)S(=O)(=O)c2ccc(OC)c(OC)c2)c1
Multiplicity ... 1
Maximum force ... 0.0205 hartree/bohr
LUMO level ... 0.38 eV

C5H4O | wB97M-V/def2-TZVPD

Geometry as XYZ:
```
10
Properties=species:S:1:pos:R:3:mulliken_charge:R:1
C 1.07800 0.31906 -1.01542 -0.363
C 0.70214 -0.90035 -0.60203 0.177
C 0.15774 -1.90932 0.27492 -0.592
C -0.43641 -0.74767 0.43327 0.098
C -0.39726 0.94931 0.58992 -0.164
O 0.34580 1.31812 -0.60490 -0.326
H 1.63479 0.61209 -1.95929 0.284
H 0.20347 -2.85616 0.62510 0.403
H -1.32623 1.53858 0.54584 0.264
H 0.23474 1.12140 1.52035 0.219
```

ΔE to the lowest compared entry with this formula, charge and spin ... 113.86 kcal/mol
E_tot ... -267.93089 hartree
SMILES ... C1=C2C=C2CO1
Multiplicity ... 1
Maximum force ... 0.0968 hartree/bohr
LUMO level ... 0.65 eV

C3H6ClN | wB97M-V/def2-TZVPD

Geometry as XYZ:
```
11
Properties=species:S:1:pos:R:3:mulliken_charge:R:1
C 0.56994 -0.05747 -0.47822 -0.282
C 0.17940 0.93012 0.43639 -0.521
C -0.82436 0.34799 -0.46498 0.030
H -1.04079 -2.00821 -0.14500 0.190
H 1.67473 -1.19391 1.46996 0.129
H 1.26625 0.15191 -1.22041 0.315
H 0.09584 0.49419 1.32482 0.346
H 0.16752 2.07518 0.25437 0.216
H -0.81252 1.24384 -1.10745 0.320
N 0.92181 -1.51314 -0.09552 -0.556
Cl -2.19782 -0.47052 0.02603 -0.187
```

ΔE to the lowest compared entry with this formula, charge and spin ... 223.76 kcal/mol
E_tot ... -632.47012 hartree
Multiplicity ... 1
Maximum force ... 0.1234 hartree/bohr
LUMO level ... -0.75 eV

C2H8S4 | wB97M-V/def2-TZVPD

Geometry as XYZ:
```
14
Properties=species:S:1:pos:R:3:mulliken_charge:R:1
C 1.95666 -0.88807 -1.44636 -0.699
S 2.88080 0.81687 -1.39167 -0.063
S 1.84704 2.11621 -0.34704 -0.219
H 2.66653 -1.69958 -1.63832 0.307
H 1.20564 -0.79299 -2.24331 0.262
H 1.43702 -1.13757 -0.47939 0.217
H 1.14531 2.78439 -1.38088 0.174
C -1.22386 0.44240 1.97922 -0.673
S -2.94591 0.28914 1.17388 -0.049
S -2.73225 -1.67030 0.33619 -0.221
H -1.48094 1.15665 2.65841 0.299
H -0.48094 0.61918 1.12619 0.189
H -0.74687 -0.43680 2.49031 0.311
H -3.52823 -1.59955 -0.83723 0.166
```

ΔE to the lowest compared entry with this formula, charge and spin ... 29.22 kcal/mol
E_tot ... -1673.69179 hartree
SMILES ... CSS.CSS
Multiplicity ... 1
Maximum force ... 0.0946 hartree/bohr
LUMO level ... 0.29 eV